Molecular formula: C27H47BrNO4PtS3Si3
Method: DFT, wB97M-V/def2-TZVPD

ORCA input file:
```
! wB97M-V def2-TZVPD RIJCOSX def2/J DEFGRID3
* xyz -1 1
Pt 0.60 -0.64 0.01
O 0.57 -0.77 2.37
N 1.69 -0.34 2.89
C 1.71 -0.07 4.21
C 2.87 0.15 4.90
C 4.08 0.09 4.19
C 4.05 -0.12 2.84
C 2.84 -0.33 2.15
S 2.81 -0.52 0.44
H 0.72 -0.07 4.66
H 2.84 0.35 5.96
H 5.02 0.25 4.70
H 4.96 -0.13 2.25
C 2.23 -0.35 -3.26
Si 0.55 -0.67 -2.47
C -0.72 -1.40 -3.69
C -0.12 1.19 -2.60
C -0.52 1.65 -3.87
C -0.92 2.96 -4.10
C -0.94 3.87 -3.05
C -0.53 3.46 -1.79
C -0.13 2.14 -1.56
Si 0.51 1.64 0.12
C -0.57 2.26 1.52
C 2.13 2.56 0.34
H 2.13 0.33 -4.11
H 2.72 -1.27 -3.58
H 2.89 0.14 -2.52
H -0.40 -1.21 -4.72
H -1.69 -0.94 -3.54
H -0.82 -2.47 -3.56
H -0.51 0.97 -4.71
H -1.23 3.27 -5.09
H -1.26 4.90 -3.22
H -0.53 4.18 -0.98
H -0.80 3.32 1.35
H -0.05 2.16 2.48
H -1.51 1.71 1.59
H 1.93 3.63 0.26
H 2.85 2.28 -0.43
H 2.59 2.37 1.31
C -5.62 3.21 0.49
C -6.30 2.05 -0.27
C -6.36 2.50 -1.74
C -7.73 1.91 0.27
Si -5.30 0.40 -0.13
Br -3.19 1.03 -0.55
C -5.29 -0.34 1.64
C -5.09 0.75 2.69
C -6.62 -1.06 1.94
C -4.14 -1.35 1.83
C -5.75 -0.87 -1.50
C -7.28 -0.99 -1.67
C -5.20 -2.26 -1.18
C -5.13 -0.47 -2.85
H -6.22 4.12 0.32
H -4.61 3.40 0.12
H -5.57 3.05 1.56
H -6.85 3.48 -1.79
H -6.94 1.82 -2.36
H -5.37 2.60 -2.17
H -8.27 2.85 0.10
H -7.74 1.72 1.34
H -8.29 1.12 -0.22
H -5.95 1.42 2.77
H -4.20 1.36 2.49
H -4.95 0.28 3.67
H -7.48 -0.39 1.87
H -6.59 -1.45 2.97
H -6.80 -1.90 1.28
H -3.17 -0.93 1.56
H -4.28 -2.26 1.25
H -4.10 -1.64 2.88
H -7.78 -1.25 -0.74
H -7.49 -1.79 -2.39
H -7.73 -0.08 -2.06
H -5.70 -2.72 -0.32
H -4.13 -2.25 -1.00
H -5.38 -2.91 -2.04
H -5.36 0.54 -3.16
H -5.50 -1.16 -3.62
H -4.04 -0.57 -2.82
O 1.10 -3.32 0.27
S 0.33 -3.28 -0.96
O 1.11 -2.48 -2.00
O -0.11 -4.54 -1.50
S -1.30 -2.04 -0.57
*
```

Computed properties:
HOMO-LUMO gap = 7.52 eV
E_LUMO = 2.34 eV
F_max = 0.94 eV/Å
ΔE to the lowest compared entry with this formula, charge and spin = 96.5 kJ/mol